Arrangement P

19
Properties=species:S:1:pos:R:3:lowdin_charge:R:1 method="wB97M-V/def2-TZVPD" homo_energy_ev=-8.482 orbital_gap_ev=9.05 multiplicity=1 total_charge=0
C -0.09346 -0.70084 0.57507 -0.564
C 0.28213 0.47577 -0.25282 -0.286
C 1.53994 1.21528 0.07929 -0.034
C -0.22314 0.49778 -1.65752 -0.038
N -0.32666 -1.93945 -0.11853 0.112
C -1.44560 0.12607 0.92706 -0.338
O 0.65124 -0.89069 1.75091 0.015
O -2.50036 -0.22273 0.35206 -0.056
H 1.48335 -1.31796 1.50891 0.110
H -0.82125 1.24853 0.45979 0.196
H -1.19976 -1.84296 -0.63824 0.080
H -0.52413 -2.64466 0.58648 0.093
H -1.36268 0.38484 1.99647 0.153
H 1.55940 2.19199 -0.40323 0.087
H 2.38605 0.63153 -0.30166 0.104
H 1.67638 1.33011 1.15267 0.087
H 0.23127 -0.32296 -2.21858 0.099
H -0.00417 1.44408 -2.14947 0.089
H -1.30857 0.33626 -1.64865 0.091

=====

Arrangement Q

19
Properties=species:S:1:pos:R:3:lowdin_charge:R:1 method="wB97M-V/def2-TZVPD" homo_energy_ev=-10.041 orbital_gap_ev=10.98 multiplicity=1 total_charge=0
H 0.22574 1.66901 2.24116 0.059
N 0.75312 1.09539 1.57875 0.087
C 0.64349 1.46636 0.38326 -0.319
C -0.13479 2.61034 -0.17282 -0.067
H 1.13038 0.78563 -0.36507 0.104
H -0.96331 2.22177 -0.76539 0.072
H -0.54318 3.23507 0.62178 0.075
H 0.49096 3.21450 -0.82825 0.077
C -0.72832 -1.70109 1.14747 -0.017
C -0.55024 -1.10796 -0.21394 -0.443
O -1.39122 -0.46696 -0.80839 0.068
C 0.65482 -1.66430 -1.02739 -0.215
O 0.70873 -1.05377 -2.28100 -0.062
H -0.02131 -1.19801 1.80890 0.067
H -1.73175 -1.51613 1.52249 0.089
H -0.50127 -2.76341 1.15423 0.087
H 0.50655 -2.74945 -1.13456 0.130
H 1.58760 -1.49938 -0.47772 0.127
H -0.13599 -0.57762 -2.38352 0.082

=====

arrangement Q wins, 0.0728 hartree ahead of the next structure.

=====

Arrangement P

19
Properties=species:S:1:pos:R:3:lowdin_charge:R:1 method="wB97M-V/def2-TZVPD" homo_energy_ev="-7.938 / -7.938" orbital_gap_ev="8.27 / 8.27" multiplicity=1 total_charge=0
C 1.31658 0.08965 0.53717 -0.065
C 1.16443 -1.24877 -0.07765 -0.256
C 1.52233 1.32068 -0.27199 -0.066
C -1.63300 -0.63124 -0.99270 -0.046
C -1.14773 -0.95317 0.41055 -0.374
O -0.58816 0.47282 1.03214 -0.208
O -1.33609 1.75450 0.82636 -0.036
N -0.02057 -1.68000 0.67345 -0.005
H -1.58994 1.93507 1.74378 0.086
H 1.69415 0.08318 1.55136 0.129
H 1.05711 -1.21168 -1.16868 0.111
H 1.99419 -1.91283 0.17589 0.118
H -1.96523 -1.26688 1.06489 0.129
H 1.27910 2.23026 0.27597 0.080
H 2.58471 1.35603 -0.55227 0.100
H 0.93864 1.30766 -1.19197 0.081
H -1.85363 -1.56112 -1.52054 0.085
H -2.52325 -0.00360 -0.94272 0.075
H -0.89365 -0.08054 -1.57304 0.061

=====

Arrangement Q

19
Properties=species:S:1:pos:R:3:lowdin_charge:R:1 method="wB97M-V/def2-TZVPD" homo_energy_ev=-9.550 orbital_gap_ev=10.19 smiles="CC(=O)NC[C@H](C)O" multiplicity=1 total_charge=0
C -0.68934 -1.16590 2.54661 -0.006
C -0.85058 0.18191 1.93651 -0.498
O -0.98672 1.16936 2.65525 0.014
N -0.93518 0.56789 0.55470 0.057
C -0.52800 -0.26427 -0.64715 -0.145
C 0.86763 0.11671 -1.02117 -0.405
C 0.97375 1.29758 -2.06357 -0.047
O 1.60644 -0.83791 -1.81802 -0.074
H -0.17898 -1.27657 3.49974 0.085
H -0.28364 -1.94648 1.82641 0.086
H -1.78138 -1.37567 2.67728 0.107
H -0.91404 1.53238 0.47089 0.096
H -0.51734 -1.37886 -0.40152 0.124
H -1.41181 -0.07070 -1.38979 0.152
H 1.52535 0.34721 -0.15107 0.148
H 1.10191 1.01232 -3.08772 0.055
H -0.06533 1.80916 -2.30028 0.107
H 1.75315 1.99381 -1.73756 0.070
H 1.31410 -1.71196 -1.54954 0.073

=====

Arrangement R

19
Properties=species:S:1:pos:R:3:lowdin_charge:R:1 method="wB97M-V/def2-TZVPD" homo_energy_ev=-9.820 orbital_gap_ev=10.73 smiles=CNC(O)O.C#CC multiplicity=1 total_charge=0
C 1.26595 -1.18921 0.93149 -0.092
N 1.42486 0.22589 1.28207 -0.077
C 0.95548 1.22148 0.22517 -0.537
O 1.87707 2.26574 0.11542 0.015
O -0.21792 1.55857 0.83683 -0.107
H 1.54678 -1.80541 1.78400 0.082
H 1.87401 -1.47053 0.06802 0.084
H 0.21974 -1.36247 0.68400 0.068
H 2.38363 0.43176 1.55138 0.125
H 0.83917 0.75526 -0.76189 0.152
H 1.64746 2.90982 0.79915 0.102
H 0.21181 0.89991 1.73298 0.190
C -1.07717 -1.95626 -1.84856 0.081
C -1.73785 -1.02126 -1.48745 -0.212
C -2.52098 0.11094 -1.02704 -0.104
H -0.51012 -2.79254 -2.16063 0.017
H -1.91603 0.75486 -0.38344 0.050
H -2.87511 0.69619 -1.87777 0.082
H -3.39077 -0.23275 -0.46374 0.082

=====

arrangement Q wins, 0.0632 hartree ahead of the next structure.

=====

Arrangement P

19
Properties=species:S:1:pos:R:3:lowdin_charge:R:1 method="wB97M-V/def2-TZVPD" homo_energy_ev=-8.387 orbital_gap_ev=4.36 multiplicity=1 total_charge=0
C 1.86165 1.63218 -0.01910 -0.023
N 0.74761 0.80088 -0.69365 0.025
C -0.28373 0.18586 0.05359 -0.323
C -0.31203 -1.39310 0.04578 -0.086
C -1.12208 -1.94743 -1.17626 -0.392
O -0.69176 -1.55888 -2.38134 -0.103
C -0.58862 0.76837 1.50165 -0.350
O -1.78131 0.35794 1.90875 -0.056
H 2.74099 1.62235 -0.75217 0.115
H 1.93233 1.03501 0.85372 0.049
H 1.57576 2.61225 0.36447 0.079
H 0.48706 1.19488 -1.57601 0.119
H -1.08808 0.55464 -0.56041 0.135
H -0.63251 -1.75894 1.07667 0.140
H 0.68127 -1.68042 -0.18067 0.091
H -1.17388 -3.17986 -0.97400 0.191
H -0.48684 1.93138 1.42596 0.148
H 0.32757 0.37879 2.05791 0.121
H -2.19340 -1.55589 -0.97490 0.122

=====

Arrangement Q

19
Properties=species:S:1:pos:R:3:lowdin_charge:R:1 method="wB97M-V/def2-TZVPD" homo_energy_ev=-8.917 orbital_gap_ev=9.72 smiles="CCN(C)CC(=O)O" multiplicity=1 total_charge=0
C 0.48686 2.27321 0.59647 -0.082
C 0.01139 0.95112 1.21009 -0.247
N 0.36835 -0.18566 0.32801 -0.214
C 0.51878 -1.41534 1.12072 -0.080
C -0.68075 -0.31848 -0.66705 -0.128
C -0.30938 -1.26262 -1.78989 -0.491
O 0.26722 -2.30697 -1.70974 0.114
O -0.74137 -0.76848 -2.97723 0.095
H 1.40491 2.63271 1.05410 0.067
H -0.21752 3.09178 0.75422 0.068
H 0.66575 2.16887 -0.46816 0.066
H -1.06975 0.94900 1.37917 0.112
H 0.56290 0.78472 2.13120 0.104
H 0.94420 -2.19324 0.51974 0.067
H -0.45103 -1.72867 1.52357 0.092
H 1.19571 -1.21649 1.94113 0.078
H -0.82471 0.67386 -1.06022 0.116
H -1.60172 -0.70344 -0.22064 0.136
H -0.52984 -1.42590 -3.66550 0.129

=====

Arrangement R

19
Properties=species:S:1:pos:R:3:lowdin_charge:R:1 method="wB97M-V/def2-TZVPD" homo_energy_ev=-8.769 orbital_gap_ev=9.47 smiles="C=C(C)[C@H](O)NCO" multiplicity=1 total_charge=0
C -2.20496 -1.23114 -0.59432 0.000
C -1.44639 -0.28020 -0.04663 -0.241
C -2.00829 0.94758 0.59787 -0.094
C 0.37066 -0.53579 -0.04915 -0.436
O 0.77492 -0.49257 1.28117 -0.030
N 0.76624 0.50307 -0.83897 0.050
C 2.52532 0.33623 -0.80921 -0.148
O 3.00350 0.91471 0.36017 -0.065
H -3.28913 -1.24993 -0.46817 0.055
H -1.78423 -2.05451 -1.16569 0.049
H -3.09153 0.87006 0.76723 0.078
H -1.83330 1.83229 -0.02269 0.077
H -1.54748 1.12418 1.57486 0.073
H 0.53466 -1.52303 -0.48687 0.133
H 0.33843 -1.23034 1.73616 0.118
H 0.65320 1.38035 -0.33531 0.099
H 2.84564 -0.70129 -0.92779 0.108
H 2.84367 0.92394 -1.66726 0.100
H 2.54907 0.46640 1.09457 0.073

=====

arrangement Q wins, 0.0952 hartree ahead of the next structure.

=====

Arrangement P

19
Properties=species:S:1:pos:R:3:lowdin_charge:R:1 method="wB97M-V/def2-TZVPD" homo_energy_ev=-8.611 orbital_gap_ev=8.73 multiplicity=1 total_charge=0
C -0.82920 1.17929 0.77142 0.109
C 2.16568 -0.11973 0.80561 -0.197
C -1.66809 -1.06645 0.94216 -0.028
C -0.05704 0.56377 -2.11213 0.003
N -1.12906 0.06318 0.18322 -0.094
C -0.04810 -0.32978 -0.90025 -0.512
O 1.20180 0.68374 0.19123 -0.286
O 0.22081 -1.50958 -0.92189 0.042
H -1.10749 1.33769 1.80961 0.118
H -0.49351 2.02914 0.20255 0.096
H 3.18443 0.21731 0.56836 0.069
H 2.06346 -0.12129 1.90124 0.070
H 2.06296 -1.16410 0.46733 0.071
H -0.87176 -1.58368 1.47792 0.100
H -2.11865 -1.76953 0.24606 0.095
H -2.42297 -0.70205 1.63734 0.089
H 0.89839 0.44366 -2.61793 0.095
H -0.85777 0.23288 -2.77816 0.091
H -0.19390 1.61552 -1.87371 0.070

=====

Arrangement Q

19
Properties=species:S:1:pos:R:3:lowdin_charge:R:1 method="wB97M-V/def2-TZVPD" homo_energy_ev=-8.796 orbital_gap_ev=9.65 smiles="CC[C@@H](C=O)NCO" multiplicity=1 total_charge=0
C -1.96636 1.45648 -0.83020 -0.126
C -0.76502 0.55225 -1.15053 -0.204
C 0.06911 0.35450 0.13927 -0.290
C -0.91453 -0.37154 1.15708 -0.215
O -1.52176 0.18631 2.01750 0.069
N 1.10556 -0.56617 -0.32722 -0.043
C 2.27484 -0.82500 0.47308 -0.239
O 2.06844 -2.17032 0.99429 -0.105
H -1.71838 2.04383 0.06106 0.072
H -2.91898 1.09439 -0.47563 0.061
H -2.23763 2.15002 -1.67744 0.088
H -0.21381 1.29266 -1.73796 0.114
H -1.06506 -0.35496 -1.67560 0.117
H 0.58388 1.25994 0.45208 0.152
H -0.88621 -1.50230 1.03898 0.135
H 0.98112 -1.06208 -1.19072 0.116
H 3.21287 -1.03508 -0.08052 0.119
H 2.61580 -0.15516 1.27882 0.126
H 1.29611 -2.34778 1.53365 0.054

=====

arrangement Q wins, 0.0334 hartree ahead of the next structure.

=====

Arrangement P

11
Properties=species:S:1:pos:R:3:lowdin_charge:R:1 method="wB97M-V/def2-TZVPD" homo_energy_ev=-8.807 orbital_gap_ev=9.34 smiles="SC1=CC1.S" multiplicity=1 total_charge=0
S 0.93305 -1.82050 0.00567 0.785
C 0.05495 -0.85672 1.10613 -0.736
C -0.15824 -0.41064 2.33494 -0.028
C -1.00189 0.18402 1.18153 -0.182
H 1.05829 -0.73328 -0.87000 -0.161
H 0.23746 -0.37673 3.31959 0.082
H -2.14937 0.02999 1.13336 0.100
H -0.65897 1.31613 0.95883 0.104
S 1.04000 1.69149 -2.29359 0.462
H 0.32177 1.41060 -1.20388 -0.277
H 1.35070 0.29960 -2.56298 -0.150

=====

Arrangement Q

11
Properties=species:S:1:pos:R:3:lowdin_charge:R:1 method="wB97M-V/def2-TZVPD" homo_energy_ev=-8.546 orbital_gap_ev=9.23 smiles="SC1=CC1.S" multiplicity=1 total_charge=0
S -0.36972 2.20939 -0.05293 0.742
C -0.96734 0.57676 0.03456 -0.659
C -0.64907 -0.67295 -0.09352 -0.151
C -2.13539 -0.48023 0.05104 -0.128
H -1.40876 2.78980 0.57476 -0.133
H 0.12485 -1.44291 0.07817 0.092
H -2.65344 -0.52749 -0.90506 0.061
H -2.76123 -0.54202 1.04230 0.111
S 2.72979 0.32279 0.01651 0.466
H 3.27928 -0.85927 0.36666 -0.214
H 3.84745 0.69764 -0.70696 -0.186

=====

arrangement Q wins, 0.0121 hartree ahead of the next structure.

=====

Arrangement P

11
Properties=species:S:1:pos:R:3:lowdin_charge:R:1 method="wB97M-V/def2-TZVPD" homo_energy_ev=-8.633 orbital_gap_ev=8.67 smiles="CSC(C)=S" multiplicity=1 total_charge=0
C -1.28617 0.22444 -1.63131 -0.438
S -0.74959 -0.72407 -0.21236 0.856
C 0.57441 0.23010 0.40065 -1.199
C 1.05201 -0.44602 1.61861 -0.248
S 1.24668 1.59517 -0.20813 0.662
H -1.72085 1.19750 -1.39154 0.041
H -0.42750 0.22061 -2.33711 0.039
H -2.08695 -0.41754 -2.09593 0.046
H 1.23780 -1.49568 1.43022 0.064
H 1.95240 0.03742 2.05788 0.082
H 0.20776 -0.42193 2.36900 0.096

=====

Arrangement Q

11
Properties=species:S:1:pos:R:3:lowdin_charge:R:1 method="wB97M-V/def2-TZVPD" homo_energy_ev=-8.836 orbital_gap_ev=8.05 smiles="CSCC=S" multiplicity=1 total_charge=0
C 1.07146 0.35316 -1.69994 -0.472
S 0.04073 1.22848 -0.54135 0.777
C -0.20768 -0.27331 0.64050 -0.545
C -1.00580 0.02125 1.83664 -0.697
S -2.63573 -0.44979 1.92720 0.621
H 2.00358 0.07543 -1.34187 0.006
H 1.39758 0.92099 -2.47828 -0.030
H 0.20648 -0.36853 -2.39835 0.152
H -0.96881 -1.27347 0.46909 0.118
H 0.58973 -0.74513 0.77487 -0.034
H -0.49155 0.51092 2.81147 0.104

=====

arrangement P wins, 0.1400 hartree ahead of the next structure.